[1]
51
Properties=species:S:1:pos:R:3:forces:R:3:nbo_charge:R:1 method="wB97M-V/def2-TZVPD" relative_energy_kj_mol=0.0 smiles="COc1cc(C=C2C(=O)OC(C)(C)OC2=O)ccc1OCC(=O)Nc1ccccc1" largest_force_ev_per_a=0.97 orbital_gap_ev=7.7 total_energy_ha=-1432.40119 lumo_energy_ev=-0.842 homo_energy_ev=-8.577
C -0.596 -1.780 -1.468 -0.29 0.01 -0.13 -0.26
H -0.720 -2.154 -2.484 -0.06 0.03 0.06 0.22
H -1.185 -2.392 -0.779 0.02 0.04 0.00 0.18
H -0.925 -0.739 -1.412 0.02 -0.01 0.02 0.20
O 0.786 -1.901 -1.206 0.41 0.00 0.40 -0.53
C 1.312 -1.274 -0.118 0.03 -0.06 -0.06 0.30
C 0.535 -0.736 0.892 0.10 -0.03 0.02 -0.23
C 1.096 -0.073 1.989 0.48 -0.27 -0.56 -0.13
C 2.492 0.002 2.072 -0.40 0.04 0.02 -0.15
C 3.276 -0.524 1.073 -0.02 -0.21 -0.34 -0.26
C 2.718 -1.164 -0.034 -0.14 0.17 0.38 0.27
O 3.625 -1.591 -0.954 0.02 0.26 0.11 -0.49
C 3.260 -2.417 -2.040 -0.14 -0.51 -0.49 -0.16
H 4.212 -2.724 -2.487 -0.16 0.03 0.04 0.22
H 2.727 -3.313 -1.710 0.04 0.17 -0.10 0.22
C 2.417 -1.740 -3.132 0.46 -0.09 0.44 0.68
O 1.813 -2.400 -3.945 -0.10 -0.20 -0.16 -0.62
N 2.484 -0.388 -3.084 0.34 0.37 0.24 -0.63
C 1.766 0.556 -3.827 -0.20 0.11 -0.22 0.23
C 0.933 0.204 -4.883 -0.01 -0.22 -0.03 -0.28
C 0.248 1.190 -5.571 0.01 0.15 0.04 -0.19
C 0.384 2.522 -5.221 -0.09 0.07 -0.10 -0.23
C 1.215 2.872 -4.168 0.02 0.00 0.02 -0.19
C 1.902 1.896 -3.473 0.01 -0.06 -0.01 -0.27
H 2.546 2.169 -2.648 0.06 0.02 0.09 0.21
H 1.326 3.908 -3.885 0.01 0.08 0.03 0.22
H -0.153 3.286 -5.763 -0.05 0.07 -0.04 0.21
H -0.398 0.911 -6.390 -0.05 -0.03 -0.07 0.21
H 0.828 -0.832 -5.156 0.02 -0.03 -0.01 0.25
H 3.068 0.004 -2.355 -0.11 -0.20 -0.11 0.41
H 4.352 -0.455 1.115 0.12 0.00 0.00 0.23
H 2.954 0.495 2.913 0.05 0.05 0.12 0.22
C 0.327 0.524 3.043 -0.78 0.26 0.32 0.01
C -0.991 0.833 3.145 0.37 0.08 0.16 -0.36
C -2.011 0.862 2.079 0.06 -0.04 -0.53 0.77
O -1.792 1.003 0.904 -0.07 -0.09 0.19 -0.56
O -3.297 0.819 2.497 0.00 0.22 -0.27 -0.50
C -3.577 0.551 3.857 -0.56 -0.71 0.35 0.53
C -3.376 -0.938 4.155 0.04 0.38 -0.10 -0.66
H -2.343 -1.227 3.968 0.02 -0.06 0.01 0.22
H -3.613 -1.132 5.197 -0.02 -0.03 0.08 0.23
H -4.030 -1.525 3.516 -0.05 -0.05 -0.04 0.23
C -5.017 0.990 4.106 0.57 0.03 -0.14 -0.62
H -5.111 2.049 3.881 -0.01 0.08 -0.02 0.23
H -5.270 0.822 5.148 -0.04 -0.05 0.09 0.23
H -5.684 0.427 3.462 -0.06 -0.08 -0.04 0.22
O -2.757 1.333 4.705 -0.01 0.32 0.12 -0.51
C -1.432 1.386 4.453 0.45 0.05 0.29 0.79
O -0.689 1.876 5.260 -0.18 -0.07 -0.01 -0.56
H 0.898 0.756 3.939 -0.07 0.01 0.01 0.24
H -0.533 -0.826 0.826 -0.07 -0.01 -0.08 0.24

***

[2]
50
Properties=species:S:1:pos:R:3:forces:R:3:nbo_charge:R:1 method="wB97M-V/def2-TZVPD" relative_energy_kj_mol=146.8 largest_force_ev_per_a=1.22 orbital_gap_ev=7.0 total_energy_ha=-6251.63300 lumo_energy_ev=-0.398 homo_energy_ev=-7.352
Sr 0.777 -0.578 -1.480 -0.21 0.94 -0.75 1.68
C -2.024 1.414 -4.180 0.16 0.11 -0.03 -0.66
C -2.436 1.926 -2.824 -0.09 -0.09 0.03 0.07
C -1.577 2.697 -2.037 -0.15 -0.12 -0.10 -0.27
C -2.009 3.196 -0.817 0.14 0.04 0.05 -0.18
C -3.288 2.929 -0.352 -0.02 -0.02 -0.02 -0.22
C -4.139 2.145 -1.115 0.01 0.01 0.01 -0.21
C -3.713 1.651 -2.341 0.01 0.00 0.01 -0.26
H -1.096 0.839 -4.139 0.04 -0.03 0.02 0.21
H -1.804 2.236 -4.863 -0.05 0.01 0.03 0.24
H -2.810 0.800 -4.619 0.01 0.00 -0.01 0.20
H -0.576 2.903 -2.393 0.10 0.03 -0.06 0.24
H -1.327 3.789 -0.220 -0.01 -0.01 0.01 0.22
H -3.613 3.314 0.605 0.01 0.00 0.00 0.21
H -5.136 1.917 -0.759 0.00 0.00 0.00 0.21
H -4.389 1.053 -2.943 0.00 0.00 0.00 0.20
Se 1.396 1.592 0.695 0.13 0.22 -0.19 -0.58
P 0.201 0.012 1.486 0.19 -0.75 0.06 0.89
Se -1.673 -0.326 0.513 -0.15 -0.04 -0.13 -0.59
C 1.227 -1.534 1.179 0.15 0.61 0.63 -0.44
C 0.717 -2.686 0.609 0.07 -0.23 0.19 -0.31
C 1.520 -3.817 0.476 -0.16 -0.06 -0.21 -0.23
C 2.828 -3.793 0.923 0.02 -0.09 0.01 -0.14
C 3.341 -2.640 1.503 0.18 0.12 -0.02 -0.21
C 2.558 -1.504 1.604 -0.11 -0.14 0.24 -0.20
C 0.072 0.055 3.286 -0.11 0.09 0.06 -0.32
C 0.100 1.283 3.936 0.06 0.03 0.01 -0.20
C -0.078 1.339 5.310 0.00 0.00 0.01 -0.21
C -0.280 0.173 6.033 0.01 -0.01 0.00 -0.19
C -0.310 -1.054 5.382 0.00 0.00 0.00 -0.21
C -0.141 -1.115 4.009 -0.02 -0.05 0.01 -0.21
H -0.325 -2.673 0.323 -0.26 -0.22 -0.07 0.25
H 1.114 -4.720 0.039 -0.01 0.01 -0.01 0.22
H 3.447 -4.676 0.833 0.00 0.00 0.01 0.21
H 4.358 -2.628 1.874 0.01 0.02 -0.03 0.22
H 2.943 -0.600 2.060 0.07 0.00 -0.08 0.25
H 0.273 2.189 3.368 0.00 -0.02 -0.01 0.24
H -0.053 2.296 5.815 0.00 0.00 0.00 0.22
H -0.414 0.218 7.106 0.00 0.00 0.00 0.22
H -0.468 -1.964 5.945 0.00 0.00 0.01 0.22
H -0.179 -2.074 3.505 0.00 0.03 -0.02 0.22
C 3.524 -0.592 -3.894 0.00 -0.13 0.12 -0.23
O 2.995 0.683 -4.111 0.76 -0.21 -0.38 -0.58
C 1.753 0.973 -3.550 -0.54 -0.10 0.43 0.19
O 1.330 2.059 -3.881 -0.22 -0.19 0.20 -0.67
H 3.207 -1.033 -2.930 -0.04 0.08 -0.02 0.10
H 4.610 -0.530 -3.853 0.01 0.07 -0.05 0.19
H 3.245 -1.297 -4.684 -0.04 0.03 -0.02 0.17
O -1.357 -2.037 -2.942 0.17 0.11 0.07 -0.58
C -2.320 -1.812 -3.487 -0.10 -0.05 -0.01 0.59

***

[3]
53
Properties=species:S:1:pos:R:3:forces:R:3:nbo_charge:R:1 method="wB97M-V/def2-TZVPD" relative_energy_kj_mol=49.0 largest_force_ev_per_a=0.60 orbital_gap_ev=7.2 total_energy_ha=-3771.98032 lumo_energy_ev=0.117 homo_energy_ev=-7.126
Au 1.132 0.971 0.135 -0.31 -0.17 0.43 0.42
C -1.520 -0.225 -1.928 0.02 -0.17 0.05 -0.67
C -1.866 0.434 -0.645 -0.07 0.15 -0.12 0.41
N -1.028 1.052 0.158 0.37 -0.16 0.01 -0.53
C -1.765 1.622 1.168 -0.13 -0.04 0.05 -0.05
C -3.074 1.329 0.978 0.07 0.10 0.12 -0.10
N -3.134 0.576 -0.176 0.11 0.06 0.10 -0.35
C -4.321 -0.063 -0.696 -0.04 -0.07 -0.13 -0.03
N -4.209 -1.495 -0.668 0.02 -0.13 0.15 -0.23
N -4.285 -2.196 -1.827 -0.04 0.18 -0.06 -0.01
N -4.080 -3.427 -1.595 0.03 -0.29 -0.16 -0.20
C -3.834 -3.596 -0.250 0.00 0.53 0.28 0.02
C -3.521 -4.735 0.493 0.00 0.00 -0.04 -0.17
C -3.287 -4.562 1.838 0.01 -0.19 -0.09 -0.23
C -3.367 -3.296 2.445 -0.03 0.10 0.01 -0.18
C -3.692 -2.164 1.732 0.00 0.12 0.15 -0.26
C -3.915 -2.337 0.367 0.00 -0.36 -0.28 0.15
H -0.493 0.032 -2.175 0.02 0.02 0.00 0.26
H -2.179 0.122 -2.726 0.02 -0.02 -0.02 0.23
H -1.605 -1.311 -1.870 -0.02 0.01 0.02 0.24
H -1.296 2.205 1.941 -0.03 -0.04 0.04 0.23
H -3.955 1.596 1.537 -0.02 -0.03 -0.02 0.23
H -4.494 0.200 -1.739 -0.02 0.03 0.04 0.24
H -5.165 0.268 -0.090 0.02 0.05 -0.02 0.22
H -3.459 -5.702 0.015 0.00 -0.02 0.03 0.23
H -3.033 -5.418 2.448 0.01 0.01 0.00 0.22
H -3.160 -3.214 3.504 -0.04 0.02 0.01 0.22
H -3.767 -1.198 2.211 0.08 0.00 0.00 0.22
N 1.226 4.332 -0.575 -0.12 -0.03 0.01 -0.80
C 1.617 3.794 -1.779 -0.10 -0.13 -0.35 0.39
C 2.241 4.575 -2.764 0.04 0.05 0.05 -0.30
C 2.620 3.976 -3.944 0.00 -0.01 0.06 -0.14
C 2.384 2.617 -4.130 0.00 -0.05 -0.06 -0.31
C 1.726 1.941 -3.124 0.02 0.05 0.02 0.07
N 1.322 2.508 -1.988 0.11 0.39 -0.22 -0.53
H 1.702 5.172 -0.292 0.06 -0.01 0.03 0.38
H 1.132 3.640 0.155 0.03 0.03 0.04 0.40
H 2.428 5.625 -2.581 0.01 0.00 -0.01 0.21
H 3.110 4.556 -4.715 0.02 0.02 0.01 0.22
H 2.713 2.101 -5.020 -0.05 0.00 -0.02 0.22
H 1.519 0.879 -3.209 0.01 0.00 -0.06 0.19
Se 3.515 1.085 0.220 0.03 -0.01 -0.12 -0.31
C 4.153 -0.136 1.564 -0.23 0.17 -0.08 -0.16
C 4.522 0.356 2.811 0.02 -0.12 -0.05 -0.24
C 5.110 -0.487 3.743 0.05 0.03 0.04 -0.21
C 5.328 -1.821 3.434 0.04 -0.03 0.05 -0.23
C 4.934 -2.317 2.199 0.03 -0.06 -0.01 -0.21
C 4.344 -1.479 1.264 0.04 0.02 0.11 -0.24
H 4.350 1.401 3.035 0.04 0.00 0.03 0.22
H 5.417 -0.098 4.706 -0.03 0.00 0.01 0.21
H 5.815 -2.472 4.149 -0.04 -0.01 0.02 0.21
H 5.109 -3.359 1.958 -0.04 0.00 -0.01 0.21
H 4.037 -1.857 0.298 0.04 0.00 -0.01 0.22

***

[4]
53
Properties=species:S:1:pos:R:3:forces:R:3:nbo_charge:R:1 method="wB97M-V/def2-TZVPD" relative_energy_kj_mol=0.0 largest_force_ev_per_a=0.40 orbital_gap_ev=7.4 total_energy_ha=-3771.99899 lumo_energy_ev=0.542 homo_energy_ev=-6.852
Au -0.300 1.250 -1.767 -0.07 0.25 -0.17 0.39
C -2.817 -0.704 0.298 0.00 -0.01 -0.05 -0.67
C -2.026 -0.059 1.377 -0.10 0.11 -0.16 0.40
N -1.442 1.111 1.298 0.01 0.24 -0.14 -0.51
C -0.757 1.290 2.474 -0.11 -0.14 0.09 -0.08
C -0.951 0.219 3.284 0.02 -0.07 0.04 -0.11
N -1.772 -0.642 2.578 0.14 0.05 0.21 -0.36
C -2.195 -1.954 3.011 0.03 0.04 0.00 -0.03
N -1.654 -2.984 2.169 0.14 -0.08 -0.02 -0.23
N -2.487 -3.809 1.494 -0.20 0.04 -0.01 -0.02
N -1.806 -4.612 0.777 0.01 -0.12 -0.04 -0.21
C -0.468 -4.334 0.959 0.03 0.04 -0.01 0.03
C 0.671 -4.931 0.408 -0.03 0.04 0.07 -0.18
C 1.887 -4.429 0.800 0.01 0.04 0.01 -0.23
C 1.984 -3.351 1.708 0.12 -0.02 -0.12 -0.18
C 0.877 -2.747 2.248 -0.11 0.01 -0.01 -0.24
C -0.357 -3.273 1.854 -0.01 0.01 0.10 0.15
H -3.166 0.064 -0.389 0.00 0.01 0.00 0.24
H -3.673 -1.255 0.688 -0.02 -0.01 0.00 0.23
H -2.193 -1.402 -0.263 0.01 -0.01 0.00 0.25
H -0.170 2.172 2.659 0.03 0.06 0.03 0.21
H -0.603 -0.013 4.274 0.02 -0.02 0.04 0.22
H -3.280 -2.059 2.972 0.08 -0.01 -0.04 0.24
H -1.864 -2.084 4.043 0.01 0.02 -0.05 0.21
H 0.585 -5.752 -0.290 -0.01 -0.01 -0.03 0.23
H 2.796 -4.858 0.400 0.02 0.01 0.01 0.22
H 2.964 -2.971 1.966 0.03 -0.02 -0.01 0.22
H 0.963 -1.901 2.914 -0.01 0.02 0.02 0.22
N -1.993 3.633 -0.226 0.25 -0.30 -0.04 -0.80
C -1.976 3.899 -1.547 0.00 -0.08 0.27 0.42
C -2.592 5.053 -2.079 0.06 -0.04 -0.02 -0.30
C -2.573 5.261 -3.431 0.02 -0.04 0.01 -0.13
C -1.946 4.329 -4.267 -0.03 0.07 0.00 -0.32
C -1.359 3.241 -3.683 -0.02 0.09 0.01 0.08
N -1.357 3.022 -2.351 0.09 -0.26 -0.14 -0.57
H -2.377 4.309 0.408 -0.06 -0.09 0.01 0.39
H -1.663 2.725 0.136 -0.20 0.34 0.00 0.45
H -3.079 5.745 -1.406 -0.02 0.03 0.01 0.22
H -3.047 6.140 -3.848 0.00 0.00 0.00 0.22
H -1.913 4.453 -5.338 0.00 0.02 -0.03 0.23
H -0.849 2.495 -4.275 0.01 -0.04 -0.02 0.22
Se 0.887 -0.796 -1.501 -0.05 -0.17 0.14 -0.26
C 2.707 -0.285 -1.201 -0.10 -0.02 -0.03 -0.18
C 3.147 1.029 -1.097 -0.19 0.13 0.02 -0.19
C 4.485 1.310 -0.884 0.18 0.02 0.03 -0.22
C 5.415 0.285 -0.774 -0.03 -0.02 0.00 -0.24
C 4.982 -1.030 -0.883 0.12 0.08 0.03 -0.21
C 3.644 -1.310 -1.095 -0.08 -0.13 -0.03 -0.26
H 2.431 1.839 -1.182 0.03 -0.03 0.01 0.20
H 4.805 2.342 -0.806 0.01 0.00 0.00 0.21
H 6.461 0.508 -0.610 0.02 0.00 0.00 0.21
H 5.693 -1.844 -0.809 0.01 -0.01 0.00 0.21
H 3.318 -2.338 -1.194 -0.02 -0.03 0.02 0.21

***

[5]
54
Properties=species:S:1:pos:R:3:forces:R:3:mulliken_spin:R:1 method="wB97M-V/def2-TZVPD" relative_energy_kj_mol=0.0 multiplicity=2 largest_force_ev_per_a=3.50 orbital_gap_ev="4.0 / 7.4" total_energy_ha=-5040.62781 lumo_energy_ev="-1.269 / -0.582" homo_energy_ev="-5.280 / -7.964" s_squared=0.81
Ti -0.010 -1.723 -0.192 -1.67 -1.76 -0.78 0.06
Br 4.253 -2.162 -5.897 0.31 -0.12 -0.39 0.00
C 2.918 -1.781 -4.648 -1.59 0.17 0.37 -0.03
C 1.555 -1.717 -5.050 0.91 -0.40 -1.19 0.05
C 0.542 -1.445 -4.164 1.25 0.08 0.35 -0.02
C 0.921 -1.235 -2.833 -0.52 -0.15 0.98 0.08
O -0.072 -0.960 -1.979 0.96 -0.39 -0.20 0.02
C 2.276 -1.286 -2.367 -1.41 -0.54 -3.16 -0.15
C 2.631 -1.073 -1.039 0.63 -0.51 2.93 0.46
N 2.045 -1.743 -0.013 0.19 1.58 -0.03 -0.02
C 2.420 -1.428 1.306 -1.30 -0.04 -0.23 -0.03
C 3.704 -1.539 1.764 0.75 0.49 0.34 0.14
C 3.983 -1.185 3.092 0.43 -0.02 -0.01 -0.05
C 2.993 -0.739 3.945 0.06 0.11 0.65 0.13
C 1.651 -0.620 3.533 1.01 -0.22 -0.29 -0.05
C 0.596 -0.176 4.357 -0.15 0.29 -0.12 0.16
C -0.680 -0.143 3.842 -0.39 0.27 0.99 -0.08
C -0.960 -0.582 2.550 1.21 -2.43 1.13 0.24
N 0.063 -0.932 1.728 1.00 -0.90 1.11 0.02
C 1.377 -0.978 2.197 -1.21 -0.07 -0.58 -0.04
C 3.252 -1.576 -3.331 0.51 0.38 -0.04 0.05
H 1.351 -1.924 -6.108 -0.05 0.19 0.45 0.00
H -0.508 -1.360 -4.419 0.17 -0.14 -0.10 0.00
H 3.482 -0.417 -0.824 -0.04 -0.33 0.09 0.02
H 4.450 -1.867 1.044 0.09 0.00 0.41 0.01
H 5.004 -1.252 3.477 -0.34 -0.06 -0.21 0.00
H 3.231 -0.478 4.980 0.03 -0.08 -0.36 0.00
H 0.831 0.101 5.386 -0.24 0.01 -0.31 0.01
H -1.511 0.244 4.451 0.37 -0.48 -0.17 0.00
H -1.945 -1.051 2.395 0.34 0.95 -0.68 -0.02
H 4.298 -1.629 -3.036 -0.18 -0.01 0.00 0.00
O -0.923 -3.100 -0.155 0.81 1.34 0.20 0.01
C -1.844 3.248 -0.344 -0.47 1.33 -0.41 0.00
N -2.255 2.451 -1.517 -0.27 -0.40 0.82 0.00
C -3.629 1.952 -1.273 -0.28 0.35 -0.09 0.00
N -3.895 1.251 0.011 0.50 0.92 -0.26 0.00
C -3.386 2.128 1.103 -0.47 0.61 -0.12 0.00
N -2.013 2.662 0.981 -0.68 0.39 -1.54 0.00
C -1.038 1.636 1.113 -0.38 -0.61 0.28 0.02
P -1.403 0.280 -0.156 -0.32 0.01 -0.47 0.00
C -1.343 1.326 -1.735 -0.66 -0.20 1.17 0.00
C -3.260 -0.056 0.020 1.06 0.45 0.07 0.00
H -2.451 4.163 -0.349 0.19 -0.05 -0.21 0.00
H -0.780 3.506 -0.444 -0.35 0.09 -0.13 0.00
H -3.920 1.299 -2.110 0.07 0.19 0.30 0.00
H -4.268 2.834 -1.265 -0.12 0.01 -0.11 0.00
H -3.480 1.610 2.063 -0.01 0.00 -0.13 0.00
H -4.026 3.028 1.119 0.04 -0.46 0.03 0.00
H -1.194 1.328 2.141 0.47 -0.34 -0.36 0.00
H 0.002 2.004 1.028 -0.46 -0.14 -0.18 -0.01
H -1.668 0.732 -2.600 0.22 0.15 0.31 0.00
H -0.311 1.674 -1.874 -0.26 -0.13 -0.06 0.00
H -3.507 -0.612 0.941 0.23 0.26 -0.40 0.00
H -3.547 -0.686 -0.843 0.01 0.40 0.35 0.00